{
  "formula": "C34H27AsN2O6SeV",
  "method": "ωB97M-V/def2-TZVPD",
  "symbols": ["V", "O", "C", "C", "C", "C", "C", "C", "C", "N", "C", "C", "N", "C", "C", "C", "C", "C", "C", "C", "O", "H", "H", "H", "H", "H", "H", "H", "H", "H", "H", "H", "H", "H", "H", "C", "C", "C", "C", "C", "C", "As", "C", "C", "C", "C", "C", "C", "C", "C", "C", "C", "C", "C", "H", "H", "H", "H", "H", "H", "H", "H", "H", "H", "H", "H", "H", "O", "Se", "O", "O", "O"],
  "positions_angstrom": [[-0.235865, 0.095489, 0.282739], [0.612171, 0.591151, -1.115620], [1.464340, 0.227607, -2.093247], [1.978659, 1.185767, -2.947251], [2.862545, 0.767015, -3.928237], [3.228810, -0.571805, -4.047139], [2.718683, -1.507565, -3.171074], [1.820764, -1.117579, -2.173920], [1.324253, -2.069183, -1.216996], [0.478221, -1.830787, -0.283161], [0.142042, -2.937749, 0.626362], [-0.257672, -2.320414, 1.956808], [-1.151120, -1.241320, 1.571108], [-2.387250, -1.233928, 1.918220], [-3.397645, -0.419783, 1.309688], [-4.680606, -0.336727, 1.872292], [-5.684960, 0.327696, 1.211446], [-5.433087, 0.872165, -0.052083], [-4.191347, 0.772476, -0.643220], [-3.148898, 0.153108, 0.047945], [-1.938692, 0.081426, -0.496177], [1.706687, 2.223576, -2.816072], [3.285936, 1.497234, -4.604891], [3.925131, -0.874309, -4.816186], [3.018693, -2.545660, -3.241001], [1.724671, -3.079292, -1.305855], [0.989517, -3.614027, 0.735623], [-0.704853, -3.485150, 0.205656], [0.612383, -1.899734, 2.461482], [-0.755473, -3.039495, 2.608640], [-2.708621, -1.941484, 2.684539], [-4.867412, -0.796877, 2.835380], [-6.667509, 0.413779, 1.653078], [-6.229930, 1.379793, -0.580068], [-3.994024, 1.186757, -1.622653], [-5.217415, 4.127101, 2.241483], [-4.581303, 3.255649, 3.115017], [-3.331657, 2.745404, 2.798259], [-2.715383, 3.117225, 1.608574], [-3.349475, 3.989384, 0.732903], [-4.602656, 4.492208, 1.052597], [-0.950586, 2.436160, 1.213989], [0.192274, 3.038014, 2.624130], [0.282731, 2.560112, 3.919053], [1.217724, 3.121453, 4.776068], [2.052156, 4.134747, 4.324905], [1.970403, 4.597358, 3.020087], [1.036099, 4.049560, 2.151732], [0.862204, 4.413513, 0.728922], [1.606502, 5.358089, 0.034206], [1.362242, 5.575282, -1.313784], [0.385300, 4.853396, -1.989211], [-0.363642, 3.901311, -1.310337], [-0.126303, 3.704377, 0.038949], [-6.190139, 4.528848, 2.492376], [-5.054178, 2.978267, 4.047903], [-2.836849, 2.074582, 3.491919], [-2.865719, 4.298507, -0.185306], [-5.091970, 5.180336, 0.375960], [-0.344782, 1.746505, 4.261904], [1.309822, 2.756002, 5.789621], [2.786801, 4.559736, 4.995530], [2.645030, 5.372999, 2.682991], [2.383949, 5.919337, 0.534911], [1.945619, 6.313760, -1.847647], [0.209676, 5.031995, -3.041919], [-1.111298, 3.318459, -1.836753], [3.235036, -0.689090, 0.604987], [2.868609, 0.702144, 1.302503], [2.749128, 1.971002, 0.342751], [0.916950, 0.308896, 1.525428], [3.241742, 0.917843, 2.828721]],
  "forces_ev_per_a": [[0.3, -0.3, 0.6], [0.0, 0.0, 0.0], [0.0, 0.1, 0.0], [0.1, -0.1, 0.0], [0.0, 0.0, 0.0], [0.0, 0.0, 0.0], [0.0, 0.0, 0.0], [0.0, 0.1, -0.1], [0.0, 0.0, 0.0], [0.2, 0.0, 0.0], [0.0, 0.0, 0.0], [0.0, 0.0, 0.1], [0.0, 0.1, 0.0], [0.0, -0.1, 0.0], [0.0, 0.0, -0.1], [0.0, 0.0, 0.0], [0.0, 0.0, 0.0], [0.0, 0.0, 0.0], [0.0, 0.0, 0.1], [0.0, 0.0, 0.0], [0.2, 0.2, 0.3], [0.0, 0.0, 0.0], [0.0, 0.0, 0.0], [0.0, 0.0, 0.0], [0.0, 0.0, 0.0], [0.0, 0.0, 0.0], [0.0, 0.0, 0.0], [0.0, 0.0, 0.0], [0.0, 0.0, 0.0], [0.0, 0.0, 0.0], [0.0, 0.0, 0.0], [0.0, 0.0, 0.0], [0.0, 0.0, 0.0], [0.0, 0.0, 0.0], [0.0, 0.0, 0.0], [0.0, 0.0, 0.0], [0.0, 0.0, 0.0], [0.0, 0.0, 0.0], [0.0, 0.0, 0.0], [0.0, 0.0, 0.0], [0.0, 0.0, 0.0], [0.0, 0.1, 0.0], [0.0, 0.0, 0.0], [0.0, 0.0, 0.0], [0.0, 0.0, 0.0], [0.0, 0.0, 0.0], [0.0, 0.0, 0.0], [0.0, 0.0, 0.0], [0.0, 0.0, 0.0], [0.0, 0.0, 0.0], [0.0, 0.0, 0.0], [0.0, 0.0, 0.0], [0.0, 0.0, 0.0], [0.0, 0.0, 0.0], [0.0, 0.0, 0.0], [0.0, 0.0, 0.0], [0.0, 0.0, 0.0], [0.0, 0.0, 0.0], [0.0, 0.0, 0.0], [0.0, 0.0, 0.0], [0.0, 0.0, 0.0], [0.0, 0.0, 0.0], [0.0, 0.0, 0.0], [0.0, 0.0, 0.0], [0.0, 0.0, 0.0], [0.0, 0.0, 0.0], [0.0, 0.0, 0.0], [0.1, -0.1, -0.1], [-0.2, -0.1, 0.0], [0.0, 0.1, -0.1], [-0.7, -0.1, -0.8], [0.1, 0.0, 0.2]],
  "lowdin_charge": [0.93, -0.15, -0.25, 0.04, -0.03, -0.05, 0.00, -0.13, -0.03, 0.00, -0.13, -0.15, -0.06, -0.02, -0.15, -0.02, -0.06, -0.04, 0.01, -0.33, -0.19, 0.12, 0.12, 0.11, 0.13, 0.15, 0.14, 0.14, 0.13, 0.13, 0.15, 0.12, 0.11, 0.12, 0.13, -0.07, -0.07, -0.11, -0.34, -0.09, -0.07, 1.43, -0.30, -0.08, -0.06, -0.05, 0.00, -0.19, -0.19, 0.00, -0.05, -0.08, -0.10, -0.30, 0.11, 0.11, 0.10, 0.10, 0.11, 0.11, 0.11, 0.11, 0.12, 0.12, 0.11, 0.11, 0.11, -0.40, 0.95, -0.38, -0.51, -0.38],
  "fmax_ha_per_bohr": 0.02187,
  "homo_lumo_gap_ev": 6.2,
  "charge": 1,
  "e_tot_ha": -7453.74181,
  "multiplicity": 1
}